# 1
ORCA calculation (ωB97M-V/def2-TZVPD) on a molecular structure, C9H28N2O10P2Si2 at a distorted geometry.

Positions of all 53 atoms, in Å:
1 C 2.05 3.79 2.72
2 C 1.20 5.14 2.39
3 N -0.09 4.86 1.68
4 Si -1.38 5.42 2.81
5 O -2.93 5.60 2.01
6 Si -4.21 4.92 2.96
7 O -5.43 4.37 1.79
8 C -4.83 3.20 1.23
9 N -4.26 2.18 0.86
10 H 1.76 2.91 2.03
11 H 1.88 3.53 3.84
12 H 3.17 3.99 2.57
13 H 1.92 5.82 1.80
14 H 0.95 5.63 3.41
15 H -0.08 5.45 0.84
16 H -0.96 6.73 3.36
17 H -1.41 4.47 3.92
18 H -3.80 3.68 3.66
19 H -4.77 5.83 3.95
20 C -0.59 -2.57 -3.84
21 O -0.68 -1.19 -4.14
22 P -0.93 -0.06 -2.86
23 O 0.26 -0.60 -2.07
24 O -2.30 -0.88 -2.44
25 C -3.38 -0.94 -3.36
26 O -1.22 1.12 -1.65
27 C -2.00 0.81 -0.52
28 H 0.35 -2.96 -4.24
29 H -0.64 -2.78 -2.77
30 H -1.42 -3.09 -4.33
31 H -3.66 -1.99 -3.50
32 H -3.12 -0.50 -4.32
33 H -4.24 -0.41 -2.94
34 H -1.72 -0.15 -0.09
35 H -3.06 0.82 -0.78
36 H -1.85 1.59 0.23
37 C 1.97 -5.50 1.67
38 O 1.58 -5.53 0.30
39 P 2.77 -5.25 -0.91
40 O 3.69 -6.33 -0.36
41 O 3.11 -3.79 -0.21
42 C 2.10 -2.80 -0.17
43 O 3.86 -4.95 -2.20
44 C 4.94 -4.05 -2.02
45 H 1.68 -6.45 2.13
46 H 3.04 -5.35 1.81
47 H 1.43 -4.70 2.17
48 H 1.99 -2.46 0.87
49 H 1.14 -3.17 -0.52
50 H 2.40 -1.94 -0.78
51 H 5.45 -4.23 -1.08
52 H 4.58 -3.02 -2.08
53 H 5.65 -4.20 -2.84

The strongest force on any atom comes out at 0.169 hartree/bohr. The total energy comes out at -67569.6531 eV. The value obtained for the orbital gap is 0.242 Ha. The LUMO energy comes out at -2.792 eV.

---

# 2
ORCA calculation (ωB97M-V/def2-TZVPD) on a molecular structure, C9H28NO5P3Si2 at a distorted geometry.

Positions of all 48 atoms, in Å:
1 C 4.46 2.79 2.14
2 C 3.11 2.09 1.50
3 P 3.71 0.41 0.71
4 C 3.38 -0.90 2.11
5 Si 2.59 -0.06 -1.12
6 O 0.84 -0.12 -0.93
7 Si 0.31 -1.54 -0.05
8 C -1.63 -1.58 0.01
9 C -2.36 -0.18 -0.42
10 C -3.25 0.50 0.82
11 C -4.88 0.28 0.62
12 O -5.52 1.64 0.56
13 C -6.96 1.35 0.66
14 P 0.96 -3.46 -0.88
15 N 1.65 -3.37 -2.35
16 O 2.03 -4.19 0.33
17 O -0.44 -4.55 -0.94
18 P 2.98 1.64 -2.53
19 C 1.38 2.73 -2.38
20 O 3.02 1.08 -4.18
21 H 5.21 3.21 1.34
22 H 4.18 3.67 2.88
23 H 5.06 1.99 2.79
24 H 2.55 2.76 0.71
25 H 2.38 1.77 2.37
26 H 3.34 -1.94 1.52
27 H 2.36 -0.65 2.64
28 H 4.31 -0.85 2.84
29 H 3.15 -1.28 -1.73
30 H 0.75 -1.44 1.35
31 H -2.07 -2.43 -0.71
32 H -1.94 -1.92 1.11
33 H -1.64 0.67 -0.78
34 H -3.09 -0.41 -1.33
35 H -3.08 1.68 0.75
36 H -2.86 0.11 1.86
37 H -5.07 -0.20 -0.43
38 H -5.33 -0.32 1.52
39 H -7.56 2.27 0.24
40 H -7.29 0.41 0.01
41 H -7.25 1.12 1.78
42 H 2.64 -3.75 -2.24
43 H 1.55 -4.00 1.21
44 H -0.79 -4.60 -1.88
45 H 1.60 3.88 -2.43
46 H 0.80 2.52 -1.36
47 H 0.67 2.34 -3.24
48 H 2.08 0.83 -4.47

The strongest force on any atom comes out at 0.093 hartree/bohr. The total energy comes out at -65133.7676 eV. The value obtained for the orbital gap is 0.300 Ha. The LUMO energy comes out at 0.017 eV.

---

# 3
ORCA calculation (ωB97M-V/def2-TZVPD) on a molecular structure, C9H29LiOSi4Te.

Positions of all 45 atoms, in Å:
1 Li -1.49 0.65 2.00
2 C -1.88 2.62 3.34
3 Si -0.71 2.47 4.83
4 C -1.71 2.85 6.38
5 C 0.59 3.81 4.62
6 Si 0.21 0.33 4.88
7 Te 0.79 -0.45 2.60
8 Si -1.38 -1.10 5.82
9 C -3.06 -0.83 4.99
10 C -0.90 -2.89 5.53
11 C -1.59 -0.80 7.66
12 Si 2.13 0.38 6.22
13 C 1.81 1.34 7.81
14 C 2.62 -1.38 6.65
15 C 3.53 1.20 5.29
16 H -2.45 3.55 3.37
17 H -2.62 1.81 3.31
18 H -1.30 2.67 2.41
19 H -2.01 3.90 6.40
20 H -1.11 2.65 7.28
21 H -2.61 2.23 6.45
22 H 0.12 4.79 4.54
23 H 1.19 3.64 3.72
24 H 1.27 3.83 5.47
25 H -2.99 -1.00 3.91
26 H -3.45 0.18 5.15
27 H -3.79 -1.54 5.37
28 H -0.87 -3.11 4.46
29 H -1.61 -3.56 6.01
30 H 0.10 -3.11 5.93
31 H -1.84 0.24 7.88
32 H -0.67 -1.04 8.20
33 H -2.38 -1.43 8.07
34 H 0.96 0.94 8.37
35 H 1.61 2.40 7.61
36 H 2.69 1.29 8.46
37 H 1.86 -1.87 7.26
38 H 3.56 -1.39 7.20
39 H 2.75 -1.97 5.74
40 H 3.30 2.24 5.05
41 H 3.72 0.68 4.35
42 H 4.45 1.19 5.88
43 O -1.83 0.73 0.13
44 H -2.34 1.15 -0.57
45 H -1.02 0.39 -0.26

The strongest force on any atom comes out at 0.003 hartree/bohr. The total energy comes out at -50864.5831 eV. The value obtained for the orbital gap is 0.234 Ha. The LUMO energy comes out at -0.386 eV.